{
  "formula": "C15H18N2O2",
  "method": "the ωB97M-V functional and the def2-TZVPD basis",
  "species": ["H", "C", "H", "H", "N", "H", "O", "C", "H", "C", "O", "N", "H", "H", "H", "H", "H", "C", "H", "H", "H", "H", "C", "C", "C", "C", "H", "H", "H", "C", "C", "C", "C", "C", "C", "C", "H"],
  "positions_angstrom": [[-0.181381, 1.844268, 1.631046], [-3.531318, 4.181008, -1.330975], [2.073969, -6.678278, 0.092346], [1.758010, 0.056120, 3.223916], [0.976529, -5.172581, -0.939465], [-0.223120, 4.636480, -1.963962], [1.163934, -1.001051, 0.369506], [-3.566475, 2.736211, -1.388673], [-2.213957, 5.970810, -1.419688], [1.550483, -3.524791, 0.436045], [0.664713, 2.055764, -0.223833], [2.178827, -4.680237, 0.885279], [0.007908, -3.240415, -1.191979], [-4.403178, 4.641241, -0.945688], [-4.514483, 2.225593, -1.257843], [0.942527, 2.452514, -2.295408], [2.991719, -2.001171, 0.798743], [0.128053, 1.163229, 0.797408], [0.364748, -5.824023, -1.496127], [2.522087, -1.971077, 3.024057], [0.907326, -2.628037, 2.796187], [0.061995, 0.995936, -1.798924], [-2.420107, 2.008982, -1.429085], [1.002848, -0.473031, 2.600605], [-2.361709, 4.909945, -1.496057], [0.786300, -3.833035, -0.680259], [0.079792, -0.510894, 3.053351], [-0.835971, 0.626871, 0.505549], [-2.401443, 0.913294, -1.443555], [-1.205226, 2.719864, -1.541508], [-1.140893, 4.101593, -1.644914], [1.595324, -1.850851, 2.429873], [0.191450, 2.026238, -1.569869], [1.178387, 0.150787, 1.211301], [1.816294, -5.655451, 0.047473], [1.883876, -2.064871, 0.968612], [2.172163, 0.693044, 1.186517]],
  "atomic_forces_ev_per_a": [[0.56, -0.69, -0.43], [0.80, -1.14, 0.32], [0.36, -0.74, 0.18], [-1.12, 0.04, 0.20], [-0.51, -1.49, 0.37], [-0.45, -0.64, 0.68], [-0.06, -0.18, -1.80], [-0.54, 1.65, 0.67], [-0.55, 0.31, -0.07], [-0.45, 0.84, -1.13], [0.68, -0.02, 0.61], [-0.08, -0.28, -0.90], [0.93, -0.41, 0.19], [-0.97, 0.63, -0.30], [-0.03, 0.18, -0.09], [-0.80, -0.06, 1.15], [-0.76, 0.40, -0.13], [-1.09, 0.46, -0.91], [1.08, 1.45, 0.74], [-0.50, 0.01, -0.26], [0.17, 0.21, -0.12], [-0.13, -1.07, -0.71], [1.31, 0.11, -0.47], [3.96, 1.05, -0.23], [1.96, -3.01, 0.06], [-0.70, 0.68, 0.39], [-2.24, 0.33, 0.65], [1.22, 0.59, -0.04], [-0.11, 0.44, 0.09], [2.06, 0.29, -1.13], [-2.14, 1.45, -0.49], [0.38, -1.82, 1.65], [-1.52, -0.03, 0.89], [0.16, -0.08, 0.52], [-0.72, 2.65, 0.23], [0.66, -1.39, -0.15], [-0.81, -0.72, -0.23]],
  "de_lowest_kcal_mol": 100.14,
  "smiles": "c1ccc(COC[C@H]2CC[C@@H](c3c[nH]cn3)O2)cc1",
  "orbital_gap_ev": 9.41
}



{
  "formula": "C15H18N2O2S",
  "method": "the ωB97M-V functional and the def2-TZVPD basis",
  "species": ["C", "C", "N", "H", "H", "H", "C", "C", "O", "N", "C", "H", "H", "H", "H", "C", "H", "H", "S", "H", "C", "O", "H", "C", "H", "C", "C", "H", "C", "H", "H", "H", "C", "C", "C", "H", "C", "H"],
  "positions_angstrom": [[2.251499, -0.773960, -0.635429], [-2.890619, -1.951397, 2.548599], [0.553206, 1.760772, -2.616743], [-2.752181, -2.998164, 2.845005], [-0.129882, -4.754202, -0.364827], [-1.734164, -3.832140, 1.215811], [-1.899301, 2.443475, -0.204710], [-0.586692, 1.100877, 1.434815], [0.482014, 0.194161, 1.212702], [1.777060, -0.040670, -1.793604], [0.233388, -1.091887, 0.829500], [-1.200334, 0.774197, 2.282993], [1.746139, -3.364856, -1.182830], [1.283598, -0.596753, -2.479553], [-4.038687, -0.787076, 1.147696], [-3.892030, -1.833884, 1.403993], [-2.526229, 2.525188, -1.075364], [2.596864, -0.055276, 0.108294], [2.000499, 2.388591, -0.574249], [1.101978, 4.627575, -1.015302], [1.075454, 3.618352, -1.370369], [-1.650179, -1.342147, 2.252074], [-3.252971, -1.397454, 3.419182], [-0.817667, -1.896706, 1.316998], [-0.258168, 3.638274, -3.070988], [-0.020088, -3.733141, -0.033499], [-0.934156, -3.203511, 0.859167], [-3.534535, -2.358334, 0.520741], [-1.450089, 1.279612, 0.222551], [3.092987, -1.399112, -0.950577], [-1.658464, 3.363708, 0.301513], [-1.691905, 0.365331, -0.304586], [1.355519, 1.241552, -1.748383], [1.025850, -2.957561, -0.489225], [0.392221, 3.092700, -2.411343], [-0.090366, 2.038625, 1.697611], [1.156853, -1.643874, -0.064828], [-4.844418, -2.260888, 1.705471]],
  "atomic_forces_ev_per_a": [[-0.04, -0.08, 0.04], [-0.47, -0.15, -0.02], [-0.20, -0.65, -0.46], [0.02, 0.12, 0.03], [-0.01, -0.09, -0.03], [-0.10, -0.01, 0.06], [-0.08, 0.03, 0.03], [-0.51, 0.49, 0.32], [0.17, -0.47, 0.12], [0.09, -0.53, -0.22], [-0.04, -0.27, -0.06], [0.25, 0.10, -0.17], [0.11, -0.05, -0.08], [-0.01, 0.13, 0.03], [-0.04, 0.08, -0.03], [0.36, 0.02, 0.19], [-0.14, -0.03, -0.18], [0.09, -0.13, -0.06], [-0.33, -0.11, -0.49], [-0.06, 0.25, 0.05], [0.10, 0.00, -0.01], [0.49, 0.07, -0.20], [0.05, -0.16, -0.08], [0.09, 0.21, -0.01], [-0.10, 0.18, -0.06], [-0.01, -0.03, -0.04], [-0.09, 0.01, 0.10], [-0.04, -0.04, -0.08], [0.27, -0.19, 0.15], [-0.05, 0.06, 0.17], [0.11, 0.19, 0.12], [-0.11, -0.09, -0.14], [0.31, 0.67, 0.48], [0.01, 0.04, 0.08], [0.22, 0.42, 0.33], [-0.11, -0.07, -0.06], [-0.06, 0.13, 0.17], [-0.12, -0.05, 0.01]],
  "de_lowest_kcal_mol": 61.58,
  "smiles": "C=CCOc1c(CNc2nccs2)cccc1OCC",
  "orbital_gap_ev": 8.49
}



{
  "formula": "C15H18N4O3",
  "method": "the ωB97M-V functional and the def2-TZVPD basis",
  "species": ["H", "O", "C", "H", "C", "C", "H", "H", "H", "O", "H", "C", "C", "H", "H", "C", "C", "C", "N", "O", "N", "N", "H", "C", "H", "C", "H", "H", "C", "H", "N", "C", "H", "H", "C", "H", "C", "H", "C", "H"],
  "positions_angstrom": [[2.056460, -3.083085, -1.524064], [-1.993677, -2.405292, 0.943410], [-1.806505, -1.206142, 1.516702], [5.707991, 1.303740, -0.994313], [3.294933, -0.564205, -0.899673], [2.702408, -1.726188, -0.115197], [3.346628, -3.867776, -0.212647], [-6.034622, -0.504641, 0.727331], [5.474741, 3.160155, 0.898024], [0.316732, -2.423990, -0.638782], [-2.407299, 2.460541, -1.423177], [-5.190194, 0.104570, 0.194678], [1.082188, -1.627500, 0.061209], [-4.893288, 3.326948, -0.694824], [-1.508478, -2.529064, 0.113445], [-3.865520, -0.465929, -0.009140], [-3.279522, 1.809988, -1.072200], [-5.511113, 1.365773, -0.293568], [4.753428, 2.422561, 0.680395], [-2.241028, -0.816311, 2.550902], [0.567411, -0.667149, 0.832521], [2.758220, 1.386063, 0.732930], [3.233463, -1.763014, 0.789364], [-2.927575, 0.462791, -0.759667], [-6.537674, 1.661747, 0.153476], [3.450630, 2.451847, 1.154142], [-0.686870, 0.564388, -1.357165], [4.217283, -0.951617, -1.164674], [-1.477734, -0.067156, -0.774526], [-0.866904, 0.644515, 1.355886], [3.049224, -2.936936, -0.890469], [4.971578, 1.291593, -0.145059], [-3.420034, -1.510937, 0.600617], [2.667566, -0.121572, -1.663475], [3.736554, 0.699840, -0.123264], [-1.555778, -1.097542, -1.118002], [-0.925864, -0.266654, 0.736477], [2.995857, 3.204060, 1.788519], [-4.541122, 2.258510, -0.798498], [1.287505, 0.023055, 0.842359]],
  "atomic_forces_ev_per_a": [[3.53, -0.43, 2.50], [-0.45, -0.91, 1.55], [2.34, 0.58, -0.47], [-0.52, -0.31, 1.58], [-0.57, 2.92, 1.83], [-1.89, -0.94, -1.31], [-1.90, 3.51, -2.56], [1.89, 1.16, -0.95], [-1.36, -1.33, -0.42], [2.79, 2.18, 2.35], [-1.58, -0.75, 0.43], [0.80, -2.65, -0.17], [-1.61, -3.00, -2.74], [0.96, -1.09, -0.95], [0.77, 0.21, -0.08], [0.31, 1.53, -0.03], [2.39, -1.06, -0.11], [-1.10, 0.14, 2.12], [0.62, 1.77, 0.57], [-0.91, -1.01, 0.80], [-1.21, -1.21, -1.29], [3.42, 0.23, -1.36], [0.20, 0.00, 1.66], [-0.92, -1.64, 2.55], [1.75, 0.26, -1.48], [0.47, -2.02, -1.08], [-1.63, -1.21, 0.85], [1.51, -0.78, -1.68], [0.87, 0.78, 0.80], [-0.66, -0.12, -0.71], [-2.33, -2.68, 0.15], [-1.68, 1.55, -0.24], [-2.70, 3.45, -2.97], [-0.08, -0.78, -0.75], [-2.25, -0.94, 1.14], [0.52, 0.40, -0.76], [2.11, 1.36, -0.95], [0.58, 0.04, -0.01], [-2.50, 1.00, 1.12], [0.05, 1.80, 1.07]],
  "de_lowest_kcal_mol": 126.98,
  "smiles": "N[C@@H](Cc1c[nH]cn1)C(=O)N[C@@H](Cc1ccccc1)C(=O)O",
  "orbital_gap_ev": 9.08
}



{
  "formula": "C15H18O",
  "method": "the ωB97M-V functional and the def2-TZVPD basis",
  "species": ["H", "C", "C", "H", "H", "C", "H", "C", "C", "H", "C", "C", "C", "C", "H", "C", "H", "H", "H", "H", "O", "C", "H", "H", "H", "H", "H", "C", "C", "C", "H", "H", "H", "C"],
  "positions_angstrom": [[-1.778379, -0.696665, 3.522079], [1.809234, 1.944954, 1.200399], [0.451834, 0.306882, -3.023859], [-2.318473, 0.344719, 1.330242], [0.900572, 2.831945, 3.408773], [-1.400660, -1.291900, 0.204537], [1.091801, 2.296655, -3.216488], [-0.852500, -2.576008, 0.256161], [1.390335, 1.463846, -2.583974], [2.972446, 1.183934, -0.375440], [-0.395540, 2.790893, 0.520979], [-1.807798, -0.609238, 1.319242], [-0.156605, 2.369630, -0.775057], [-0.688465, -3.160429, 1.492444], [2.410565, 1.098382, -2.596883], [-0.474798, -3.284516, -1.012691], [-0.897766, 2.326514, -1.564015], [-1.498263, -0.828344, -0.768668], [-0.763967, -2.813879, 3.628280], [2.570174, 1.848406, 1.955793], [0.274494, 3.048653, 2.711712], [1.120693, 1.931092, -1.159542], [-0.317818, 0.610985, -3.700226], [0.502558, -3.758181, -0.909830], [-0.413778, -2.618047, -1.872787], [1.055762, -0.392227, -3.590709], [-1.227434, -4.024293, -1.286108], [0.614488, 2.570806, 1.462983], [-0.988157, -2.423234, 2.641990], [-1.602869, -1.189132, 2.578591], [-0.049004, -0.178562, -2.187663], [-1.223114, 3.398880, 0.848238], [-0.324227, -4.155527, 1.696017], [2.014662, 1.633003, -0.154533]],
  "atomic_forces_ev_per_a": [[-0.37, 0.37, -0.12], [-0.72, 0.42, -1.35], [0.67, -0.11, 0.29], [0.21, 0.13, -0.58], [0.23, -0.16, -0.32], [0.03, 0.03, -0.77], [1.06, 0.17, -0.41], [-0.09, 0.13, -0.33], [-1.65, -0.09, 1.02], [0.11, -0.07, -0.36], [0.94, -0.20, -0.41], [-0.40, 0.00, 1.66], [0.48, 0.27, -0.38], [0.01, 0.39, 1.27], [0.24, 0.53, -0.60], [0.06, -0.03, -0.21], [-0.34, 0.60, 0.17], [-0.14, 0.02, -0.03], [-0.03, -0.26, -0.11], [0.10, -0.29, 0.08], [-0.15, 0.14, 0.12], [-0.61, -1.54, 0.29], [-0.56, 0.51, -0.40], [-0.13, -0.19, -0.03], [0.02, 0.23, 0.13], [-0.05, -0.49, 0.07], [0.09, -0.24, 0.12], [-0.69, 0.55, 1.35], [-0.27, -0.18, 0.10], [0.75, -0.16, -0.45], [0.31, -0.16, 0.04], [-0.47, -0.38, -0.09], [0.27, -0.21, -0.62], [1.11, 0.28, 0.85]],
  "de_lowest_kcal_mol": 17.39,
  "smiles": "CCc1ccc(O)cc1.Cc1ccccc1",
  "orbital_gap_ev": 9.15
}



{
  "formula": "C15H18O2",
  "method": "the ωB97M-V functional and the def2-TZVPD basis",
  "species": ["H", "C", "O", "H", "H", "H", "H", "O", "H", "C", "C", "H", "C", "C", "C", "H", "H", "C", "H", "H", "H", "H", "C", "H", "C", "C", "H", "H", "C", "C", "H", "C", "H", "C", "C"],
  "positions_angstrom": [[-1.155913, 2.719528, -1.772849], [1.579499, -1.263386, 0.969692], [3.572660, -1.525978, -0.263760], [-0.245599, -0.931364, 2.023477], [-2.127070, -3.890638, -1.306223], [0.142694, 0.862296, -2.449317], [-3.553777, 0.687755, -0.247954], [-1.992279, 2.259056, -1.654419], [1.513662, 2.523433, 0.339273], [0.040780, 2.362679, 3.473202], [-2.529415, -1.156655, -0.596712], [-0.622891, 2.654912, 1.434268], [1.643561, 1.472029, 0.582816], [-1.746264, 0.931369, -1.408876], [-1.286780, -3.316814, -0.919166], [3.362156, 1.100874, -0.661111], [-0.348218, -3.657516, -1.351474], [2.605493, 0.678957, -0.009083], [-3.224826, -1.696882, 0.036542], [1.111693, 2.467656, 3.640529], [0.392418, -1.585752, -2.144537], [-1.252581, -3.529725, 0.148081], [-0.619262, 0.297912, -1.915575], [3.876475, -1.204937, -1.115309], [0.601184, -0.447743, 1.545516], [-0.507903, -1.075228, -1.819126], [-1.265439, 1.242061, 2.171254], [-0.466865, 3.311064, 3.625221], [-0.335358, 1.825359, 2.087123], [-1.483836, -1.853087, -1.195622], [1.652272, -2.321642, 1.172850], [0.665627, 0.924122, 1.416220], [-0.336728, 1.716319, 4.275590], [-2.697932, 0.209697, -0.705995], [2.592464, -0.694300, 0.226981]],
  "atomic_forces_ev_per_a": [[0.02, 0.00, -0.13], [0.12, 0.28, 0.49], [-0.16, -0.15, 0.04], [0.14, 0.18, 0.29], [0.09, -0.19, -0.20], [-0.11, 0.02, 0.15], [0.09, 0.16, -0.08], [0.07, 0.14, 0.42], [0.53, 0.01, 0.10], [-0.36, -0.30, 0.34], [-0.33, -0.41, 0.21], [0.34, 0.01, -0.08], [-0.51, -0.01, 0.04], [-0.10, 0.20, -0.36], [-0.13, 0.09, -0.19], [0.00, 0.05, 0.02], [-0.08, -0.18, -0.11], [0.08, -0.08, -0.16], [-0.13, -0.12, -0.15], [0.02, 0.17, -0.22], [0.00, 0.17, -0.25], [0.07, 0.14, 0.14], [-0.09, 0.05, -0.35], [0.13, 0.15, -0.04], [0.32, -0.72, -0.18], [0.09, -0.69, 0.31], [0.13, 0.18, 0.11], [0.18, 0.25, 0.08], [-0.83, -0.45, -0.15], [0.40, 0.74, 0.81], [-0.34, -0.15, -0.17], [-0.18, 0.48, -0.22], [0.17, -0.09, -0.22], [0.19, -0.09, -0.14], [0.15, 0.18, -0.15]],
  "de_lowest_kcal_mol": 9.50,
  "smiles": "CCc1ccc(O)cc1.Cc1ccc(O)cc1",
  "orbital_gap_ev": 8.93
}



| no. | total energy (eV) |
| --- | --- |
| 1 | -22919.9696 |
| 2 | -33756.1641 |
| 3 | -27945.8939 |
| 4 | -17893.9177 |
| 5 | -19941.8967 |